No. 1
Density functional theory data (ωB97M-V/def2-TZVPD) for a molecular structure, C26H35BrN2O2P2SiTa.

Cartesian coordinates (Å):
Ta  -0.214  -0.274  -0.894
C  -1.341  0.595  2.640
P  0.144  0.054  1.766
C  0.671  -1.434  2.661
C  1.373  1.342  2.058
C  1.470  1.968  3.298
C  2.413  2.969  3.498
C  3.256  3.352  2.463
C  3.174  2.724  1.227
C  2.236  1.716  1.028
P  2.186  0.755  -0.485
C  3.292  -0.660  -0.217
C  2.937  1.705  -1.815
H  -1.601  1.609  2.343
H  -1.127  0.569  3.708
H  -2.181  -0.073  2.454
H  1.044  -1.126  3.639
H  1.461  -1.975  2.141
H  -0.183  -2.098  2.803
H  0.816  1.692  4.117
H  2.482  3.455  4.463
H  3.985  4.137  2.619
H  3.845  3.030  0.433
H  4.290  -0.272  -0.003
H  3.336  -1.293  -1.104
H  2.969  -1.253  0.638
H  3.988  1.852  -1.569
H  2.442  2.667  -1.942
H  2.882  1.144  -2.748
C  -1.655  -3.555  0.666
C  -2.486  -2.314  0.537
C  -3.843  -2.279  0.791
C  -4.560  -1.103  0.587
C  -3.937  0.055  0.142
C  -2.576  -0.004  -0.062
N  -1.884  -1.169  0.146
N  -1.697  0.984  -0.564
Si  -2.176  2.711  -1.073
C  -0.577  3.462  -1.604
C  -3.425  2.498  -2.411
C  -2.784  3.529  0.464
H  -2.029  -4.335  0.001
H  -1.711  -3.954  1.679
H  -0.610  -3.371  0.419
H  -4.342  -3.180  1.129
H  -5.630  -1.093  0.764
H  -4.491  0.963  -0.053
H  -0.273  3.129  -2.600
H  0.221  3.251  -0.882
H  -0.689  4.550  -1.642
H  -3.423  1.479  -2.810
H  -3.206  3.180  -3.237
H  -4.436  2.726  -2.063
H  -1.960  3.743  1.150
H  -3.557  2.976  1.000
H  -3.220  4.494  0.181
Br  -1.907  -1.911  -2.754
C  -1.126  -1.592  -4.496
C  -1.770  -2.050  -5.619
C  -1.211  -1.723  -6.855
C  -0.067  -0.941  -6.940
C  0.558  -0.472  -5.792
C  0.035  -0.820  -4.559
C  0.483  -0.374  -3.239
O  0.969  -1.195  -2.359
O  0.100  0.749  -2.752
H  -2.675  -2.641  -5.553
H  -1.690  -2.082  -7.757
H  0.345  -0.691  -7.909
H  1.451  0.138  -5.859

Output
HOMO level = -17.504 eV
Kohn-Sham gap = 7.0797 eV
net charge = +3
LUMO level = -10.424 eV
energy relative to the best compared isomer or geometry (same formula, charge and spin) = 5.3 kcal per mole

Atom charges from the Löwdin analysis, given in e for atoms 1 to 2: atom 1 (Ta): 1.640, atom 2 (C): -0.188

=====

No. 2
Density functional theory data (ωB97M-V/def2-TZVPD) for 2 unconnected molecules or ions with the total composition C26H35Cl3IN3O2P2S.

Cartesian coordinates (Å):
C  0.833  -5.534  -0.920
O  1.395  -4.780  -2.024
C  1.678  -3.470  -1.480
C  2.930  -2.791  -2.169
C  3.067  -1.241  -1.873
C  4.177  -0.903  -0.766
C  3.746  -1.719  0.552
C  4.022  -0.923  1.892
C  2.689  -0.146  2.314
C  1.597  -1.180  2.877
C  0.110  -0.785  2.385
C  -0.646  -0.214  3.641
C  -2.049  0.484  3.330
C  -2.182  1.095  1.904
C  -1.259  2.119  1.397
I  0.392  2.870  2.591
C  -1.440  2.699  0.018
C  -0.471  3.767  -0.516
C  -0.851  5.170  -0.830
C  0.215  6.045  -1.330
N  1.531  5.725  -1.538
C  1.836  4.418  -1.273
C  0.935  3.370  -0.771
C  -2.552  2.236  -0.785
C  -3.541  1.198  -0.324
N  -4.571  0.890  -1.208
C  -5.376  -0.032  -0.615
P  -6.898  -0.569  -1.605
S  -8.466  0.182  -0.730
C  -5.199  -0.666  0.725
P  -6.419  -1.939  1.384
O  -6.769  -3.004  0.375
N  -4.170  -0.335  1.550
C  -3.327  0.639  1.026
H  0.172  -4.896  -0.261
H  0.207  -6.391  -1.294
H  1.684  -5.882  -0.268
H  1.952  -3.645  -0.393
H  0.781  -2.782  -1.493
H  2.747  -2.891  -3.283
H  3.893  -3.314  -1.911
H  3.406  -0.725  -2.813
H  2.102  -0.815  -1.461
H  4.108  0.189  -0.468
H  5.211  -1.176  -1.104
H  4.260  -2.715  0.511
H  2.624  -1.823  0.472
H  4.923  -0.254  1.856
H  4.164  -1.705  2.702
H  2.954  0.586  3.133
H  2.324  0.432  1.422
H  1.646  -1.086  3.996
H  1.867  -2.199  2.494
H  0.259  -0.052  1.552
H  -0.349  -1.713  1.948
H  -0.878  -1.103  4.305
H  -0.040  0.485  4.273
H  -2.146  1.347  4.060
H  -2.854  -0.240  3.604
H  -1.915  5.466  -0.668
H  -0.085  7.103  -1.570
H  2.898  4.116  -1.425
H  1.261  2.312  -0.583
H  -2.697  2.699  -1.795
H  -6.929  -1.974  -1.813
H  -6.796  0.033  -2.905
H  -7.538  -1.255  1.947
H  -5.727  -2.591  2.464
C  3.457  2.654  -4.484
Cl  3.486  3.178  -6.174
Cl  5.101  2.491  -3.855
Cl  2.522  3.785  -3.489
H  2.976  1.682  -4.437

Output
HOMO level = -8.850 eV
Kohn-Sham gap = 7.3393 eV
net charge = 0
LUMO level = -1.511 eV

Atom charges from the Löwdin analysis, given in e for atoms 1 to 2: atom 1 (C): -0.123, atom 2 (O): -0.203

=====

No. 3
Density functional theory data (ωB97M-V/def2-TZVPD) for a molecular structure, C26H35EuO5S.

Cartesian coordinates (Å):
O  -1.865  1.889  -2.091
C  -0.550  1.707  -2.683
C  -0.529  3.074  -3.381
H  -0.532  0.869  -3.402
H  0.218  1.588  -1.898
C  -2.002  3.127  -2.842
H  -0.426  3.064  -4.471
H  0.162  3.784  -2.900
C  -3.058  3.009  -3.920
H  -3.001  2.025  -4.384
H  -2.920  3.761  -4.698
H  -4.056  3.092  -3.499
C  -2.285  4.261  -1.894
H  -1.377  4.600  -1.372
H  -3.051  3.966  -1.159
H  -2.682  5.123  -2.441
Eu  1.739  -1.593  -0.997
C  1.424  1.505  2.239
C  2.846  1.509  2.194
C  3.224  1.764  0.854
H  3.510  1.350  3.043
C  2.027  2.007  0.106
C  0.914  1.829  0.958
H  -0.132  1.993  0.692
H  0.836  1.309  3.128
H  4.241  1.828  0.469
H  1.968  2.317  -0.927
C  -1.449  -0.012  2.598
C  -2.285  1.054  2.165
C  -2.905  0.653  0.937
H  -2.379  2.016  2.672
C  -2.494  -0.680  0.658
C  -1.540  -1.058  1.641
H  -1.019  -2.004  1.680
H  -0.821  -0.032  3.485
H  -3.585  1.258  0.344
H  -2.802  -1.311  -0.174
O  1.472  -2.317  -3.171
C  0.516  -1.622  -4.073
C  0.784  -2.150  -5.493
H  0.785  -0.561  -3.970
H  -0.526  -1.792  -3.744
C  1.893  -3.209  -5.372
H  1.013  -1.299  -6.143
H  -0.097  -2.634  -5.919
C  2.149  -3.415  -3.863
H  2.809  -2.866  -5.855
H  1.602  -4.134  -5.887
H  3.211  -3.455  -3.562
H  1.639  -4.313  -3.501
C  -0.497  -0.441  6.909
C  -0.046  -1.066  5.629
C  -0.672  -2.199  5.097
C  -0.135  -2.849  3.984
C  0.985  -2.301  3.333
C  1.642  -1.198  3.890
C  1.059  -0.523  4.952
S  1.672  -3.082  1.859
O  2.904  -2.336  1.523
O  1.779  -4.473  2.225
O  0.674  -2.800  0.752
H  -1.586  -0.376  6.945
H  -0.181  -1.018  7.788
H  -0.078  0.563  7.017
H  -1.595  -2.555  5.563
H  -0.598  -3.767  3.610
H  2.597  -0.890  3.470
H  1.464  0.439  5.274

Output
HOMO level (alpha / beta) = -3.971 / -6.557 eV
spin multiplicity = 7
<S²> = 12.04
Kohn-Sham gap (alpha / beta) = 4.3761 / 4.6713 eV
net charge = 0
LUMO level (alpha / beta) = 0.405 / -1.886 eV
energy relative to the best compared isomer or geometry (same formula, charge and spin) = 224.3 kcal per mole

Atom charges from the Löwdin analysis, given in e for atoms 1 to 2: atom 1 (O): -0.095, atom 2 (C): -0.174

=====

No. 4
Density functional theory data (ωB97M-V/def2-TZVPD) for a molecular structure, C26H35MoN2.

Cartesian coordinates (Å):
C  1.222  -2.154  0.797
C  1.734  -1.461  -0.354
C  0.806  -1.656  -1.445
C  -0.277  -2.474  -0.956
C  -0.035  -2.750  0.435
Mo  -0.272  -0.533  0.147
C  -2.578  1.328  -1.215
C  -2.436  0.764  0.083
H  -2.273  1.406  0.992
C  -2.463  -0.690  0.407
H  -2.944  -1.348  -0.349
H  -2.759  -0.954  1.452
C  -3.203  2.751  -1.353
H  -2.686  3.466  -0.677
H  -3.008  3.161  -2.368
H  -4.314  2.862  -1.148
C  -2.700  0.400  -2.434
H  -1.808  -0.256  -2.569
H  -3.628  -0.293  -2.505
H  -2.710  1.000  -3.363
C  3.031  -0.733  -0.425
H  3.213  -0.167  0.497
H  3.873  -1.426  -0.557
H  3.040  -0.024  -1.256
C  1.007  -1.182  -2.847
H  1.472  -0.192  -2.856
H  1.661  -1.870  -3.405
H  0.058  -1.116  -3.393
C  -1.374  -3.088  -1.764
H  -1.506  -2.578  -2.723
H  -1.166  -4.147  -1.977
H  -2.328  -3.061  -1.227
C  -0.865  -3.637  1.307
H  -1.919  -3.611  1.007
H  -0.533  -4.685  1.260
H  -0.808  -3.323  2.356
C  1.931  -2.367  2.092
H  1.219  -2.496  2.916
H  2.557  -3.271  2.063
H  2.587  -1.525  2.336
C  1.306  1.732  -1.398
C  -0.116  2.102  -1.767
C  2.430  2.471  -1.608
C  -0.016  2.474  -3.113
H  -1.221  2.262  -1.308
C  2.511  2.818  -3.020
H  3.362  2.697  -0.953
C  1.321  2.696  -3.736
H  -0.859  2.467  -3.754
H  3.456  3.138  -3.595
H  1.288  2.856  -4.886
N  1.035  1.839  5.887
C  0.749  1.348  4.655
C  1.572  1.633  3.540
C  1.240  1.127  2.295
N  0.133  0.348  2.104
C  -0.653  0.053  3.178
C  -0.385  0.532  4.448
H  1.842  2.425  6.051
H  0.444  1.650  6.684
H  2.469  2.243  3.659
H  1.842  1.327  1.399
H  -1.517  -0.588  2.982
H  -1.050  0.280  5.275

Output
HOMO level (alpha / beta) = -8.779 / -8.496 eV
spin multiplicity = 3
<S²> = 2.23
Kohn-Sham gap (alpha / beta) = 5.0315 / 4.9672 eV
net charge = +1
LUMO level (alpha / beta) = -3.748 / -3.529 eV
energy relative to the best compared isomer or geometry (same formula, charge and spin) = 81.1 kcal per mole

Atom charges from the Löwdin analysis, given in e for atoms 1 to 2: atom 1 (C): -0.287, atom 2 (C): -0.296